[1]
Computed, not measured: C8H14N2O6 in the gas phase at a distorted geometry, with ωB97M-V/def2-TZVPD.

Cartesian coordinates (Å):
C: 1.367 1.396 -0.151
C: -0.162 1.542 -0.083
C: 1.945 2.465 0.801
C: -0.903 -0.701 1.017
C: 0.002 -0.959 2.293
C: -0.520 -1.769 -0.021
C: -1.134 -1.513 -1.442
C: -2.416 -2.156 -1.798
H: 1.066 2.335 -1.763
H: 2.645 1.869 -1.416
H: 1.563 0.507 0.422
H: 1.677 3.554 0.527
H: 1.811 2.191 1.916
H: 3.570 1.629 1.133
H: -1.337 1.213 1.569
H: -1.839 -1.204 1.296
H: 0.572 -1.959 0.006
H: -1.052 -2.672 0.255
H: -0.523 -1.724 -2.336
H: -1.263 -0.439 -1.607
H: -2.499 -1.006 -3.450
H: -0.679 -2.702 2.197
N: 1.699 1.573 -1.517
N: -0.985 0.677 0.713
O: -0.635 2.491 -0.698
O: 3.387 2.427 0.648
O: 0.685 -0.095 2.876
O: -2.872 -3.088 -1.229
O: -3.037 -1.725 -2.968
O: -0.133 -2.155 2.812

Values from the calculation:
SMILES: N[C@@H](CO)C(=O)N[C@@H](CCC(=O)O)C(=O)O
Kohn-Sham gap: 10.0 eV
ΔE to the lowest compared entry with this formula, charge and spin: 310.0 kJ/mol
DFT total energy: -23786.86973 eV
total charge: 0
LUMO: 0.208 eV

***

[2]
Computed, not measured: 4 unconnected molecules or ions with the total composition C19H33Cl6N4O at a distorted geometry, with ωB97M-V/def2-TZVPD.

Cartesian coordinates (Å):
N: -2.778 2.838 2.723
C: -2.625 2.044 1.636
N: -2.998 2.375 0.385
C: -2.751 1.132 -0.427
C: -1.614 0.479 0.296
C: -1.498 -1.038 0.113
C: -0.221 -1.463 -0.659
C: 0.683 -2.394 0.139
N: 1.662 -1.632 0.917
C: 2.587 -2.539 1.631
C: 3.723 -1.719 2.240
C: 3.664 -0.367 2.374
C: 4.744 0.293 2.895
C: 5.854 -0.371 3.297
C: 5.903 -1.723 3.161
C: 4.842 -2.401 2.654
O: 4.874 -3.785 2.533
N: -2.042 0.805 1.715
H: -3.474 2.625 3.419
H: -2.238 3.683 2.809
H: -2.400 3.108 -0.021
H: -2.637 1.299 -1.490
H: -3.617 0.524 -0.171
H: -0.646 0.961 0.170
H: -1.504 -1.532 1.084
H: -2.369 -1.360 -0.457
H: -0.536 -2.001 -1.547
H: 0.310 -0.568 -0.991
H: 1.167 -3.088 -0.562
H: 0.066 -2.948 0.849
H: 2.263 -1.178 0.230
H: 2.055 -3.107 2.392
H: 3.064 -3.183 0.885
H: 2.789 0.188 2.082
H: 4.675 1.370 2.990
H: 6.683 0.172 3.722
H: 6.797 -2.256 3.457
H: 4.554 -4.140 3.370
H: -2.718 0.109 2.048
Cl: 2.780 -3.612 -2.298
C: 2.795 -3.204 -4.040
C: 1.793 -2.147 -4.419
Cl: 0.114 -2.741 -4.308
H: 2.624 -4.122 -4.596
H: 3.801 -2.851 -4.260
H: 1.950 -1.854 -5.456
H: 1.885 -1.262 -3.793
Cl: 0.112 2.982 -1.612
C: 0.877 4.166 -0.509
C: 0.010 5.377 -0.277
Cl: -0.154 6.375 -1.736
H: 1.838 4.441 -0.937
H: 1.058 3.651 0.435
H: 0.459 6.004 0.493
H: -0.992 5.097 0.050
Cl: -6.397 2.292 -2.897
C: -7.375 0.923 -2.311
C: -6.662 0.151 -1.232
Cl: -5.241 -0.724 -1.868
H: -7.616 0.291 -3.162
H: -8.301 1.337 -1.915
H: -7.329 -0.595 -0.804
H: -6.325 0.811 -0.435

Values from the calculation:
Kohn-Sham gap: 6.5 eV
DFT total energy: -103373.86367 eV
total charge: +1
LUMO: -4.328 eV

***

[3]
Computed, not measured: a molecular structure, C29H30AsF5N4O4ReSSi2 at a distorted geometry, with ωB97M-V/def2-TZVPD.

Cartesian coordinates (Å):
Re: -0.323 1.125 1.816
O: -3.015 0.921 4.965
C: -2.006 1.010 4.142
O: -2.143 0.836 2.906
C: -0.709 1.355 4.676
C: -0.408 1.751 5.970
C: 0.875 2.197 6.258
C: 1.816 2.294 5.237
C: 1.484 1.883 3.956
N: 0.249 1.343 3.696
C: 2.242 2.041 2.724
O: 3.495 2.414 2.670
O: 1.664 1.833 1.639
H: -3.841 0.737 4.489
H: -1.187 1.741 6.720
H: 1.124 2.514 7.260
H: 2.789 2.720 5.448
H: 3.910 2.557 3.530
N: -0.958 4.114 -8.596
C: -1.023 3.900 -7.470
C: -1.107 3.632 -6.065
C: -0.132 2.854 -5.445
C: -0.199 2.620 -4.085
C: -1.251 3.149 -3.348
C: -2.245 3.897 -3.964
C: -2.167 4.148 -5.321
N: -1.296 2.933 -1.936
C: -1.818 3.801 -1.002
C: -1.626 3.223 0.210
N: -0.990 2.007 0.025
C: -0.805 1.872 -1.280
H: 0.686 2.453 -6.027
H: 0.582 2.053 -3.596
H: -3.088 4.272 -3.399
H: -2.921 4.749 -5.809
H: -2.263 4.744 -1.261
H: -1.897 3.603 1.183
H: -0.347 1.018 -1.754
C: 1.440 -4.170 0.885
Si: 1.071 -2.845 2.172
C: -0.203 -3.397 3.439
C: 2.521 -1.929 2.928
As: 0.090 -1.029 0.731
Si: -1.973 -1.883 -0.553
C: -1.553 -2.223 -2.348
C: -3.247 -0.543 -0.186
C: -2.319 -3.424 0.462
H: 1.600 -5.140 1.361
H: 2.343 -3.934 0.322
H: 0.614 -4.271 0.181
H: 0.288 -4.040 4.175
H: -1.004 -3.979 2.985
H: -0.641 -2.555 3.977
H: 3.180 -2.607 3.474
H: 2.161 -1.176 3.635
H: 3.117 -1.438 2.158
H: -1.537 -1.322 -2.962
H: -2.323 -2.885 -2.756
H: -0.595 -2.730 -2.463
H: -2.813 0.279 0.378
H: -4.057 -0.956 0.418
H: -3.690 -0.135 -1.097
H: -1.510 -4.152 0.402
H: -3.230 -3.920 0.118
H: -2.460 -3.148 1.508
F: 3.677 -3.762 -4.806
C: 3.252 -3.032 -3.797
C: 3.882 -3.118 -2.562
F: 4.910 -3.933 -2.395
C: 3.417 -2.354 -1.505
F: 4.012 -2.465 -0.319
C: 2.335 -1.494 -1.653
S: 1.922 -0.341 -0.371
C: 1.738 -1.411 -2.904
F: 0.711 -0.567 -3.088
C: 2.168 -2.181 -3.967
F: 1.553 -2.103 -5.140

Values from the calculation:
2S+1: 2
⟨S²⟩: 0.782
Kohn-Sham gap (alpha / beta): 5.7 / 5.7 eV
ΔE to the lowest compared entry with this formula, charge and spin: 95.7 kJ/mol
DFT total energy: -147843.98506 eV
total charge: +2
LUMO (alpha / beta): -7.095 / -7.094 eV

***

[4]
Computed, not measured: 2 unconnected molecules or ions with the total composition C5H4N5O2 at a distorted geometry, with ωB97M-V/def2-TZVPD.

Cartesian coordinates (Å):
C: -3.300 1.143 0.146
C: 1.468 -3.300 -0.007
C: 0.170 1.539 -0.277
C: -1.112 1.114 -0.147
C: 0.197 -0.582 0.111
N: -4.293 0.614 0.361
N: 1.672 -4.287 -0.567
N: 0.952 0.432 -0.021
N: -1.092 -0.266 -0.056
N: 2.268 0.651 0.096
O: -2.236 1.759 -0.257
O: 1.206 -2.345 0.669
H: 0.461 2.604 -0.091
H: -1.967 -0.741 -0.131
H: 2.979 0.024 0.205
H: 2.627 1.641 -0.036

Values from the calculation:
2S+1: 3
⟨S²⟩: 2.030
Kohn-Sham gap (alpha / beta): 9.5 / 4.5 eV
DFT total energy: -16778.12075 eV
total charge: +1
LUMO (alpha / beta): -3.896 / -8.836 eV

***

[5]
Computed, not measured: C8H9OP in the gas phase at a distorted geometry, with ωB97M-V/def2-TZVPD.

Cartesian coordinates (Å):
C: 3.117 0.129 0.075
C: 2.721 -1.203 -0.105
C: 2.138 1.096 0.063
C: 1.375 -1.536 -0.234
C: 0.759 0.760 0.142
C: 0.356 -0.586 -0.072
C: -2.904 1.340 -0.062
C: -2.875 -0.115 0.031
O: -1.633 -2.557 -0.023
P: -1.441 -1.137 0.084
H: 4.055 0.574 0.145
H: 3.339 -2.077 -0.054
H: 2.530 2.188 0.075
H: 1.019 -2.600 -0.397
H: -0.073 1.371 0.321
H: -3.592 1.540 -0.934
H: -3.196 1.750 0.863
H: -1.879 1.572 -0.352
H: -3.817 -0.508 0.434

Values from the calculation:
Kohn-Sham gap: 8.0 eV
ΔE to the lowest compared entry with this formula, charge and spin: 126.2 kJ/mol
DFT total energy: -19775.97521 eV
total charge: 0
LUMO: -0.100 eV

***

[6]
Computed, not measured: 2 unconnected molecules or ions with the total composition C2H6O3S2 at a distorted geometry, with ωB97M-V/def2-TZVPD.

Cartesian coordinates (Å):
C: -2.525 0.488 0.653
C: -2.439 0.505 -0.642
O: 1.096 -1.894 -0.605
O: 1.911 -0.598 1.280
O: 3.382 0.959 -0.124
S: 2.002 0.932 -0.983
S: 0.930 -0.513 0.222
H: -3.418 0.666 1.349
H: 2.026 -2.174 -0.594
H: -1.732 0.333 1.280
H: -1.483 0.582 -1.201
H: -3.203 0.363 -1.407
H: 3.454 0.349 0.772

Values from the calculation:
Kohn-Sham gap: 9.2 eV
ΔE to the lowest compared entry with this formula, charge and spin: 249.8 kJ/mol
DFT total energy: -29981.00242 eV
total charge: 0
LUMO: 0.181 eV

***

[7]
Computed, not measured: a molecular structure, C35H37FN2PdS at a distorted geometry, with ωB97M-V/def2-TZVPD.

Cartesian coordinates (Å):
Pd: 1.490 -0.366 0.346
C: -2.430 2.107 -2.748
C: -1.647 1.847 -4.049
C: -1.720 0.425 -4.510
C: -1.965 2.830 -5.189
C: -0.238 2.017 -3.671
C: 0.610 2.870 -4.323
C: 1.986 2.910 -4.203
C: 2.530 2.180 -3.068
S: 4.062 2.223 -2.298
C: 3.533 1.227 -1.022
N: 2.288 0.808 -1.205
C: 1.613 1.405 -2.304
C: 0.277 1.341 -2.525
C: 4.264 0.639 0.128
C: 5.680 0.797 0.286
C: 6.234 0.290 1.374
C: 5.488 -0.578 2.201
C: 4.129 -0.713 2.086
C: 3.488 -0.161 1.002
H: -3.503 2.039 -2.945
H: -2.252 3.117 -2.322
H: -2.049 1.533 -1.890
H: -2.810 0.280 -4.864
H: -1.345 -0.344 -3.803
H: -1.166 0.300 -5.449
H: -2.989 2.596 -5.510
H: -1.353 2.538 -6.031
H: -1.756 3.880 -5.010
H: 0.279 3.562 -5.040
H: 2.696 3.509 -4.748
H: -0.148 0.606 -1.834
H: 6.168 1.444 -0.465
H: 7.275 0.196 1.518
H: 5.830 -1.056 3.114
H: 3.481 -1.179 2.842
C: -2.158 2.401 0.856
C: -0.883 1.610 1.166
C: 0.237 2.591 1.393
C: -0.959 0.757 2.437
C: -1.471 1.248 3.605
C: -1.496 0.475 4.803
C: -1.048 -0.815 4.715
C: -0.638 -1.448 3.511
C: -0.318 -2.983 3.556
C: -1.506 -3.888 3.611
C: 0.692 -3.687 2.550
C: -0.643 -0.641 2.343
N: -0.257 -1.247 1.104
C: -1.086 -1.970 0.416
C: -2.445 -2.092 0.764
C: -3.201 -3.028 0.088
C: -2.595 -3.897 -0.780
C: -1.323 -3.682 -1.232
C: -0.568 -2.728 -0.644
F: 0.591 -2.417 -1.136
H: -1.954 3.106 0.037
H: -2.377 2.980 1.755
H: -3.019 1.746 0.568
H: -0.629 1.071 0.223
H: 0.241 3.032 2.381
H: 0.244 3.422 0.725
H: 1.225 2.094 1.323
H: -1.832 2.273 3.570
H: -2.036 0.821 5.652
H: -1.136 -1.399 5.664
H: 0.182 -3.059 4.548
H: -2.108 -3.902 2.700
H: -2.224 -3.694 4.387
H: -1.344 -4.932 3.739
H: 0.257 -4.221 1.696
H: 1.085 -4.469 3.187
H: 1.569 -3.030 2.123
H: -2.847 -1.462 1.507
H: -4.263 -3.051 0.364
H: -3.173 -4.676 -1.246
H: -0.814 -4.327 -1.897

Values from the calculation:
2S+1: 5
⟨S²⟩: 6.090
Kohn-Sham gap (alpha / beta): 7.3 / 4.1 eV
ΔE to the lowest compared entry with this formula, charge and spin: 38.1 kJ/mol
DFT total energy: -56887.70513 eV
total charge: +2
LUMO (alpha / beta): -6.388 / -9.817 eV

***

[8]
Computed, not measured: C2H6N4OS in the gas phase at a distorted geometry, with ωB97M-V/def2-TZVPD.

Cartesian coordinates (Å):
C: -1.849 0.413 -0.042
C: 0.749 -1.061 -0.022
H: -2.664 0.209 1.877
H: -2.243 -1.293 1.123
H: -2.755 2.062 0.321
H: -0.634 0.109 -1.624
H: 1.191 -1.945 0.453
H: 2.781 1.723 -0.161
N: -2.188 -0.279 1.121
N: -2.077 1.650 -0.338
N: -1.254 -0.411 -0.996
N: 1.226 0.083 -0.240
O: -0.539 -1.402 -0.298
S: 2.831 0.434 0.247

Values from the calculation:
SMILES: [H]/N=C(\N)NO/C=N/S
Kohn-Sham gap: 9.7 eV
ΔE to the lowest compared entry with this formula, charge and spin: 316.2 kJ/mol
DFT total energy: -21012.02840 eV
total charge: 0
LUMO: 0.815 eV